Entry 1:
{
  "formula": "C50H43N7NaO3P2SSe2",
  "method": "ωB97M-V/def2-TZVPD",
  "charge": -1,
  "lumo_energy_ev": 1.644,
  "gap_ev": 7.19,
  "species": ["Na", "Se", "Se", "C", "C", "C", "C", "C", "N", "C", "C", "C", "C", "C", "N", "H", "H", "H", "H", "H", "H", "H", "H", "C", "N", "C", "P", "C", "C", "C", "C", "C", "C", "C", "C", "C", "C", "C", "C", "C", "C", "C", "C", "C", "C", "P", "C", "C", "C", "C", "C", "C", "C", "C", "C", "C", "C", "C", "H", "H", "H", "H", "H", "H", "H", "H", "H", "H", "H", "H", "H", "H", "H", "H", "H", "H", "H", "H", "H", "H", "H", "H", "H", "H", "H", "H", "H", "N", "C", "N", "C", "N", "N", "C", "C", "C", "C", "C", "C", "S", "O", "O", "O", "H", "H", "H", "H", "H", "H"],
  "xyz": [[-0.10232, 0.86614, -1.42992], [-3.01854, 3.59619, -1.88596], [-1.17484, 4.53297, -0.78044], [-1.32446, 3.52791, 0.85510], [-1.91633, 4.16559, 1.94031], [-2.02135, 3.48337, 3.13998], [-1.51853, 2.19835, 3.21565], [-0.93505, 1.65043, 2.08461], [-0.84211, 2.28562, 0.91519], [-2.05723, 3.07912, -3.47669], [-2.42389, 3.69913, -4.65975], [-1.74784, 3.34766, -5.81628], [-0.73088, 2.41729, -5.73517], [-0.46277, 1.83305, -4.50593], [-1.11912, 2.13948, -3.38503], [-2.28880, 5.17345, 1.82790], [-2.48414, 3.95161, 3.99991], [-1.56189, 1.63058, 4.13513], [-0.49058, 0.66202, 2.13143], [-3.24877, 4.39715, -4.67564], [-2.03472, 3.78243, -6.76435], [-0.17116, 2.11141, -6.60876], [0.29346, 1.06433, -4.41706], [-0.08353, -2.04860, 2.46140], [0.92466, -1.14955, 3.04805], [2.22052, -1.12365, 2.34880], [2.31072, 0.15438, 0.99523], [2.45692, 1.71179, 1.95556], [2.72563, 2.86000, 1.20500], [2.78193, 4.10511, 1.80613], [2.56265, 4.22834, 3.17476], [2.29350, 3.09686, 3.92795], [2.23815, 1.84514, 3.32233], [4.08081, -0.12821, 0.55855], [4.38207, -0.69942, -0.67435], [5.70008, -0.95880, -1.03353], [6.72933, -0.65103, -0.15867], [6.44038, -0.08034, 1.07705], [5.12642, 0.18026, 1.43047], [1.03452, -1.42220, 4.45118], [0.13666, -0.80941, 5.31816], [0.18375, -1.06497, 6.68033], [1.14125, -1.92974, 7.19421], [2.04136, -2.54223, 6.33382], [1.98406, -2.29917, 4.96786], [-0.56412, -1.71349, 0.67730], [0.31757, -3.08475, -0.16335], [1.15568, -2.74075, -1.22227], [1.90438, -3.71315, -1.87632], [1.81643, -5.03846, -1.48168], [0.97829, -5.39458, -0.42992], [0.23745, -4.42395, 0.22528], [-2.31126, -2.29437, 0.75867], [-3.20180, -1.48971, 1.47696], [-4.56191, -1.74969, 1.47813], [-5.06842, -2.81480, 0.74212], [-4.19999, -3.61431, 0.01732], [-2.83299, -3.35765, 0.02886], [-0.99600, -1.94340, 3.04792], [0.24008, -3.09546, 2.54649], [2.46882, -2.09177, 1.89246], [3.00517, -0.89419, 3.07060], [2.88270, 2.77673, 0.13379], [2.98769, 4.98198, 1.20537], [2.59856, 5.20236, 3.64609], [2.11705, 3.18234, 4.99351], [2.00552, 0.97501, 3.92549], [3.57920, -0.91555, -1.36963], [5.91478, -1.38177, -2.00666], [7.75741, -0.83915, -0.44194], [7.24170, 0.17061, 1.76100], [4.91391, 0.64527, 2.38732], [-0.59436, -0.12500, 4.90564], [-0.51975, -0.57728, 7.34342], [1.18790, -2.12127, 8.25836], [2.78948, -3.22004, 6.72543], [2.68474, -2.78639, 4.30133], [1.22073, -1.70868, -1.54768], [2.55475, -3.42625, -2.69375], [2.39601, -5.79707, -1.99299], [0.90391, -6.42998, -0.12137], [-0.40726, -4.71352, 1.04826], [-2.83260, -0.62614, 2.02300], [-5.23044, -1.10424, 2.03358], [-6.13323, -3.00621, 0.71997], [-4.58267, -4.43617, -0.57430], [-2.17681, -3.99148, -0.55663], [1.68187, 0.25082, -2.47315], [2.46777, 0.48197, -3.31194], [3.35812, 0.57692, -4.22061], [3.85601, 1.68079, -4.72795], [4.35876, 2.59702, -5.22994], [-1.58547, -1.39963, -2.55650], [-2.63026, -0.68490, -3.19564], [-3.59474, -0.08180, -2.39518], [-4.52405, 0.77754, -2.95283], [-4.50059, 1.05184, -4.31619], [-3.58586, 0.38699, -5.11969], [-2.66223, -0.48871, -4.56669], [-5.59559, 2.29660, -4.99860], [-6.83121, 1.59428, -5.29895], [-4.87676, 2.78708, -6.16842], [-5.70145, 3.27129, -3.91690], [-1.06066, -2.02773, -3.14898], [-1.95604, -1.91881, -1.76883], [-3.57034, -0.24067, -1.31931], [-5.24204, 1.29735, -2.33026], [-3.56920, 0.60974, -6.17929], [-1.91239, -0.96143, -5.19391]],
  "forces_ev_per_angstrom": [[-0.782, 0.242, 0.344], [0.045, 0.113, -0.055], [-0.002, -0.068, -0.013], [0.061, -0.068, 0.035], [0.021, -0.020, 0.039], [-0.035, 0.069, 0.031], [0.016, 0.002, -0.016], [0.063, -0.042, -0.065], [-0.063, 0.054, -0.060], [-0.050, -0.124, -0.021], [-0.057, 0.040, 0.044], [-0.034, 0.024, -0.055], [-0.017, -0.093, 0.038], [-0.038, 0.000, -0.020], [0.215, 0.166, 0.015], [-0.005, -0.008, -0.003], [0.000, 0.003, -0.008], [0.000, 0.014, -0.014], [-0.025, 0.017, -0.034], [0.019, -0.028, 0.005], [-0.017, 0.020, 0.027], [0.023, 0.014, 0.021], [0.017, 0.014, 0.017], [0.046, 0.074, -0.035], [0.115, -0.069, -0.144], [-0.161, -0.015, 0.061], [0.120, 0.006, 0.028], [-0.002, -0.011, -0.101], [-0.048, -0.005, -0.021], [0.007, 0.018, 0.049], [0.004, -0.045, -0.046], [-0.020, -0.023, 0.001], [0.023, -0.065, 0.035], [-0.081, -0.026, 0.051], [-0.071, -0.037, -0.076], [-0.032, 0.018, 0.029], [-0.015, 0.029, 0.037], [0.000, -0.020, -0.052], [-0.010, 0.005, 0.034], [-0.007, 0.004, -0.074], [-0.055, -0.017, 0.059], [0.016, 0.003, -0.038], [0.016, -0.001, -0.017], [-0.034, 0.014, 0.000], [0.035, 0.030, 0.050], [0.011, -0.065, 0.094], [0.039, 0.064, -0.030], [-0.060, -0.017, -0.010], [0.005, -0.024, 0.008], [-0.022, 0.007, -0.002], [-0.003, 0.022, -0.004], [0.042, -0.016, 0.087], [0.047, 0.040, 0.021], [-0.005, 0.052, 0.047], [0.011, -0.028, -0.019], [0.043, 0.006, 0.000], [-0.014, 0.044, 0.018], [0.023, -0.103, -0.083], [-0.017, 0.008, 0.018], [-0.006, -0.041, 0.020], [0.037, -0.023, -0.016], [0.001, -0.032, 0.018], [-0.010, -0.011, 0.011], [0.002, 0.000, 0.003], [-0.004, -0.002, 0.001], [0.000, -0.002, -0.002], [0.011, 0.077, 0.000], [0.040, 0.016, 0.049], [0.002, 0.005, 0.008], [-0.002, -0.004, 0.008], [0.003, 0.003, -0.005], [-0.018, 0.003, -0.009], [0.012, -0.019, 0.010], [0.003, -0.001, -0.005], [-0.001, -0.001, -0.004], [-0.002, 0.002, -0.004], [-0.008, -0.015, 0.023], [0.033, -0.010, 0.014], [-0.010, 0.006, 0.006], [-0.001, 0.002, 0.012], [-0.001, 0.005, 0.001], [-0.003, 0.005, -0.019], [0.018, -0.018, -0.021], [0.000, -0.006, -0.006], [0.006, 0.005, 0.004], [0.000, 0.001, 0.007], [-0.010, 0.028, 0.026], [0.491, 0.004, -0.461], [0.014, 0.093, 0.275], [0.196, -0.383, -0.309], [-0.072, 0.172, 0.137], [0.003, 0.005, -0.020], [-0.095, -0.011, 0.249], [0.027, -0.123, 0.104], [-0.027, 0.036, 0.080], [-0.047, 0.058, -0.113], [0.018, -0.143, 0.087], [-0.013, 0.103, -0.028], [0.078, 0.019, -0.075], [0.011, -0.273, -0.032], [-0.001, 0.085, 0.010], [-0.054, 0.067, -0.065], [0.062, 0.119, 0.064], [-0.045, 0.078, -0.153], [0.110, -0.027, -0.091], [-0.011, -0.002, -0.026], [-0.001, -0.031, 0.000], [-0.012, -0.021, 0.007], [-0.027, 0.004, 0.000]]
}



Entry 2:
{
  "formula": "C14H28BF3N4O6P",
  "method": "ωB97M-V/def2-TZVPD",
  "charge": 1,
  "lumo_energy_ev": -3.911,
  "gap_ev": 7.18,
  "species": ["C", "B", "O", "N", "C", "N", "C", "O", "C", "C", "O", "N", "C", "P", "C", "O", "C", "C", "C", "O", "C", "F", "F", "F", "H", "H", "H", "H", "H", "H", "H", "H", "H", "H", "H", "H", "H", "H", "H", "H", "H", "H", "H", "H", "H", "C", "O", "N", "C", "C", "H", "H", "H", "H", "H", "H", "H"],
  "xyz": [[3.27071, -2.20727, 2.21768], [1.70592, -1.85320, 1.84062], [0.77236, -1.96897, 2.95316], [1.25901, -1.48449, 0.45561], [1.53497, -0.12186, -0.01739], [2.49380, 0.37092, -0.79481], [3.55724, -0.52657, -1.33666], [4.69233, -0.41613, -0.44790], [5.70010, -1.39307, -0.72952], [6.24643, -1.57803, -2.22241], [6.20816, -2.09654, 0.18491], [0.38802, 0.65201, 0.55686], [-0.76384, -0.07443, -0.13166], [-2.29898, 0.55994, 0.78900], [-3.76811, -0.60535, 0.48114], [-2.71148, 2.02344, -0.06079], [-0.23003, -1.59444, 0.17636], [-0.38678, -2.27843, -1.27842], [0.16455, -3.77984, -1.37701], [1.61954, -3.88175, -1.33189], [-0.48957, -4.80406, -0.33955], [-0.15084, -4.57515, 1.01755], [-0.03119, -6.11449, -0.69988], [-1.91623, -4.77151, -0.41632], [3.37149, -3.32118, 2.49137], [3.99932, -1.98678, 1.36799], [3.54952, -1.57611, 3.14684], [1.19500, -2.62206, 3.56737], [2.44822, 1.38839, -1.00475], [3.16576, -1.58951, -1.49074], [3.87472, -0.09048, -2.36127], [6.95596, -0.68436, -2.41893], [6.88049, -2.52523, -2.28661], [5.41933, -1.59809, -3.00728], [0.45660, 1.55862, 0.04287], [-0.89836, 0.16962, -1.25244], [-4.11470, -0.97619, 1.50317], [-4.60218, 0.00046, -0.01703], [-3.38936, -1.44909, -0.20523], [-3.65193, 1.93502, -0.36823], [-0.90689, -1.95060, 1.02141], [0.13358, -1.61036, -2.05814], [-1.51166, -2.32407, -1.53137], [-0.12550, -4.16342, -2.42952], [1.89820, -4.11634, -0.41767], [-4.50191, 4.39785, 1.06255], [-4.82608, 3.52264, 0.27863], [-4.27260, 5.69954, 0.73626], [-3.88952, 6.68514, 1.72742], [-4.41621, 6.11298, -0.64633], [-4.36565, 4.19085, 2.13577], [-4.63861, 7.48044, 1.74625], [-2.91770, 7.10438, 1.45505], [-3.81985, 6.23592, 2.71924], [-5.43770, 5.90931, -0.97667], [-3.72620, 5.53515, -1.26630], [-4.20163, 7.17689, -0.75236]],
  "forces_ev_per_angstrom": [[-0.242, 0.462, -0.268], [0.630, -0.800, 2.708], [1.923, -0.843, -2.599], [-0.594, 2.090, -0.500], [-2.651, -0.470, 2.584], [-0.897, -1.497, 1.114], [0.950, 0.901, -1.531], [0.083, -1.754, -0.769], [2.549, -3.193, 1.749], [0.088, 0.771, 0.389], [-2.647, 3.623, -3.450], [2.595, 0.640, -4.668], [0.156, -0.665, 0.095], [-0.874, 1.470, 0.845], [0.508, -0.044, -0.777], [0.058, -2.886, 0.178], [-1.710, 1.176, -2.255], [-0.472, -1.022, 1.077], [-0.066, -0.053, -0.755], [-1.334, -0.020, 0.911], [-0.679, -1.171, -0.202], [-0.522, -0.469, -2.955], [-1.385, 3.167, 1.283], [3.465, -0.167, 0.217], [-0.158, 1.609, -0.344], [-0.846, -0.346, 1.350], [-0.266, -1.109, -1.482], [-0.602, 1.053, -0.439], [0.365, -1.136, 0.141], [0.331, 1.450, 0.639], [-0.795, -0.684, 1.579], [-1.278, -1.342, 0.197], [-1.126, 1.336, 0.334], [1.167, 0.074, 1.049], [-0.366, -0.157, 1.120], [0.762, -0.414, 1.548], [0.509, 0.383, -1.564], [1.093, -1.056, 0.619], [-1.076, 1.036, 1.087], [1.000, 0.635, 0.351], [1.555, -0.245, -1.023], [-0.660, -1.221, 1.170], [1.707, 0.174, 0.324], [0.342, 0.419, 1.821], [-0.269, 0.281, -0.832], [0.126, 0.673, -0.028], [-0.275, 0.234, -0.185], [-0.101, -0.907, 0.412], [-0.049, 0.030, -0.223], [-0.097, -0.279, -0.101], [0.019, 0.077, -0.001], [0.140, 0.055, 0.137], [-0.051, 0.102, 0.163], [-0.033, -0.023, -0.137], [0.118, 0.070, -0.130], [-0.106, 0.112, -0.092], [-0.013, -0.131, 0.118]]
}



Entry 3:
{
  "formula": "C4H5NO",
  "method": "ωB97M-V/def2-TZVPD",
  "lumo_energy_ev": 1.012,
  "e_above_lowest_kcal_mol": 29.46,
  "gap_ev": 9.53,
  "smiles": "Nc1ccco1",
  "species": ["N", "C", "C", "C", "C", "O", "H", "H", "H", "H", "H"],
  "xyz": [[1.71105, 1.01925, -0.36639], [0.59977, 0.32582, -0.03889], [0.34284, -0.82328, 0.52703], [-1.02045, -1.10712, 0.54687], [-1.58157, -0.15380, -0.25880], [-0.61564, 0.70635, -0.71005], [1.80762, 1.35492, -1.25808], [1.74024, 1.94621, 0.09937], [1.14161, -1.49598, 0.90771], [-1.54465, -1.87382, 1.10332], [-2.58082, 0.10146, -0.55209]],
  "forces_ev_per_angstrom": [[1.596, 1.918, 3.021], [-2.561, 0.767, -3.377], [2.711, -2.832, 2.640], [-2.060, 0.395, -0.907], [1.010, 0.072, 0.312], [0.125, 0.118, 1.397], [-0.096, -0.141, -3.289], [0.029, -0.980, 0.526], [-0.748, 0.802, 0.019], [0.172, 0.030, -0.284], [-0.178, -0.150, -0.058]]
}



Entry 4:
{
  "formula": "C2H5NS2",
  "method": "ωB97M-V/def2-TZVPD",
  "lumo_energy_ev": -0.185,
  "e_above_lowest_kcal_mol": 41.18,
  "gap_ev": 8.60,
  "smiles": "S=CS.C=N",
  "species": ["S", "C", "S", "H", "H", "C", "N", "H", "H", "H"],
  "xyz": [[-2.81813, 1.33317, -0.12715], [-2.01859, 0.03013, 0.41712], [-2.31999, -1.61709, 0.02010], [-1.19092, 0.12180, 1.10706], [-3.33167, -1.40007, -0.82240], [2.64057, 0.25298, -0.36262], [1.55415, -0.06149, 0.16758], [3.05635, -0.42181, -1.10046], [3.22702, 1.15459, -0.15175], [1.20121, 0.60781, 0.85252]],
  "forces_ev_per_angstrom": [[0.242, -0.223, 0.167], [-0.522, 0.324, -0.425], [0.314, -0.215, 0.192], [0.148, -0.058, 0.136], [-0.172, 0.139, -0.092], [0.665, 0.364, -0.185], [-1.009, -0.375, 0.405], [0.140, -0.116, -0.170], [-0.147, -0.014, 0.068], [0.341, 0.174, -0.096]]
}